Record 1
6
Properties=species:S:1:pos:R:3 method="wB97M-V/def2-TZVPD" energy_ev=-4154.0389 homo_lumo_gap_ev=10.464 fmax_ev_per_a=8.1 total_charge=0
O -0.98 1.44 0.74
O 1.00 -0.86 -0.43
H -1.87 1.42 -0.43
H 0.99 -1.96 -1.17
H -0.46 0.73 0.55
H 1.31 -0.76 0.74

=====

Record 2
68
Properties=species:S:1:pos:R:3 method="wB97M-V/def2-TZVPD" energy_ev=-45277.8449 homo_lumo_gap_ev=2.772 fmax_ev_per_a=3.3 total_charge=0
O -8.21 -0.95 -0.84
O -2.79 -1.52 -0.36
O 5.06 2.93 -0.94
O -0.13 -5.22 5.10
O 1.48 -4.02 4.19
N 4.51 1.09 0.33
N 0.27 -4.28 4.37
N 2.25 1.10 0.18
C 2.72 2.19 -0.68
C -6.27 -2.46 -0.87
C -4.67 -0.14 -0.88
C 3.00 5.50 -3.55
C -6.87 -1.17 -0.86
C 3.35 0.36 0.84
C -9.13 -2.06 -0.86
C 4.23 2.15 -0.48
C -0.72 -3.48 3.71
C -2.08 -3.77 3.94
C -3.03 -2.96 3.31
C 4.26 3.88 -4.85
C 2.46 4.46 -2.78
C 3.32 0.47 2.37
C 5.86 0.74 0.69
C -0.32 -2.44 2.86
C -2.65 -1.90 2.50
C -6.03 -0.02 -0.87
C 2.32 2.02 -2.15
C -1.28 -1.64 2.17
C -0.90 -0.64 1.21
C 3.90 5.21 -4.58
C -4.01 -1.43 -0.70
C -4.90 -2.58 -0.86
C 0.94 0.80 0.29
C 3.71 2.85 -4.09
C 3.43 -1.10 0.38
C 2.84 3.14 -3.03
C 0.43 -0.24 1.07
H 2.71 1.06 -2.50
H 4.33 6.02 -5.17
H 3.40 1.53 2.66
H -4.04 0.74 -0.93
H 6.01 0.82 1.77
H -4.44 -3.56 -0.89
H -10.11 -1.58 -0.86
H 1.17 -0.81 1.64
H 2.40 0.06 2.79
H 4.96 3.65 -5.65
H 3.97 1.80 -4.28
H 6.55 1.42 0.18
H 1.76 4.66 -1.96
H -6.52 0.96 -0.89
H 4.28 -1.59 0.88
H 2.72 6.53 -3.33
H 2.52 -1.65 0.63
H -9.02 -2.69 0.03
H 0.26 1.46 -0.26
H -4.09 -3.16 3.48
H -1.65 -0.06 0.69
H 3.58 -1.14 -0.70
H -2.34 -4.60 4.59
H 4.18 -0.08 2.78
H 0.75 -2.29 2.74
H -6.90 -3.35 -0.89
H 2.34 3.17 -0.30
H -9.01 -2.66 -1.77
H 6.09 -0.29 0.39
H -3.40 -1.25 2.05
H 1.22 1.99 -2.19